# 1
Density functional theory data (ωB97M-V with the def2-TZVPD basis set) for C3H7N3O3 in the gas phase.

The geometry in ORCA input format:
```
! wB97M-V def2-TZVPD RIJCOSX def2/J DEFGRID3
* xyz 0 1
C 0.05054 -2.12330 0.95654
C -0.22119 -0.62923 0.74443
N 1.18397 -0.23894 0.11207
N 1.49195 0.94413 -0.35115
O 2.29929 0.95571 -1.24038
O 0.81203 1.98142 0.03804
C -1.64617 -0.34470 0.07004
N -1.77962 0.98742 -0.19132
O -2.33068 -1.33256 -0.09054
H -0.82834 -2.72518 1.50777
H 0.97134 -2.32158 1.49471
H 0.16519 -2.70734 0.10937
H -0.34441 -0.05845 1.65875
H 1.73785 -0.86082 -0.57139
H -0.84086 1.56998 -0.29888
H -2.47906 1.00194 -1.17052
*
```

* SMILES: C[C@@H](N[N+](=O)[O-])C(N)=O

Results of the Mulliken charge analysis, in e, for atoms 1 through 5: atom 1 (C): -1.447, atom 2 (C): 0.299, atom 3 (N): -0.200, atom 4 (N): 0.900, atom 5 (O): -0.639

---

# 2
Density functional theory data (ωB97M-V with the def2-TZVPD basis set) for C3H7N3O3 in the gas phase.

The geometry in ORCA input format:
```
! wB97M-V def2-TZVPD RIJCOSX def2/J DEFGRID3
* xyz 0 1
C 1.57285 -0.32978 1.04397
C 0.14484 0.11808 0.71101
N -0.70435 -0.97690 0.24426
N -0.39023 -1.40179 -1.12718
O -0.49847 -2.58084 -1.46848
O -0.14861 -0.19211 -1.72686
C -0.05098 1.32945 -0.30703
N -1.37022 1.54114 -0.69042
O 0.72737 2.31982 -0.71801
H 1.46228 -1.05295 2.01829
H 1.91360 0.59827 1.06570
H 1.99801 -1.18618 0.18436
H -0.53441 0.26060 1.69840
H -0.28747 -1.79436 0.86596
H -1.74918 2.49221 -1.15333
H -2.08504 0.85534 -0.64065
*
```

* SMILES: C[C@H](N[N+](=O)[O-])C(N)=O

Results of the Mulliken charge analysis, in e, for atoms 1 through 5: atom 1 (C): -1.056, atom 2 (C): 0.012, atom 3 (N): -0.446, atom 4 (N): 0.851, atom 5 (O): -0.526

---

# 3
Density functional theory data (ωB97M-V with the def2-TZVPD basis set) for 2 unconnected molecules or ions with the total composition C3H7N3OS.

The geometry in ORCA input format:
```
! wB97M-V def2-TZVPD RIJCOSX def2/J DEFGRID3
* xyz 0 1
C 2.15970 0.61753 0.25423
C -0.20290 0.25268 -0.06514
C -2.57025 -0.47792 -0.19493
H 2.33556 1.57193 -0.66309
H 3.13799 -0.19723 0.19378
H 2.23736 1.12906 1.76889
H 1.15952 -1.84508 -1.41163
H -1.08501 2.07948 -0.16250
H -1.23828 -1.23557 0.97725
H -2.63041 0.34588 -1.05291
N 0.97193 -0.38694 0.20109
N -0.30021 1.53579 -0.41528
N -1.36033 -0.43438 0.55072
O -3.68256 -0.91937 0.15219
S 1.06791 -2.03586 -0.13267
*
```

Results of the Mulliken charge analysis, in e, for atoms 1 through 5: atom 1 (C): -0.668, atom 2 (C): 0.442, atom 3 (C): 0.067, atom 4 (H): 0.264, atom 5 (H): 0.251

---

# 4
Density functional theory data (ωB97M-V with the def2-TZVPD basis set) for a molecular structure, C3H7N3OS.

The geometry in ORCA input format:
```
! wB97M-V def2-TZVPD RIJCOSX def2/J DEFGRID3
* xyz 0 1
C -2.03025 0.93561 -0.31066
C -2.43166 -0.50994 0.17480
C 0.56422 -0.41002 0.57593
H -2.14447 1.57739 0.78338
H -0.90725 1.13585 -0.66262
H -2.84167 1.42832 -1.39428
H 1.58481 0.92471 1.01370
H 1.13855 -1.11628 -1.23824
H 3.59415 -1.31575 -0.14938
H 2.87338 0.49300 -0.71348
N 0.69023 0.57356 1.42010
N 1.64592 -0.92462 -0.15360
N 2.85209 -0.46352 -0.06064
O -3.61694 -0.83766 0.27565
S -0.97109 -1.49066 0.43934
*
```

Results of the Mulliken charge analysis, in e, for atoms 1 through 5: atom 1 (C): -0.752, atom 2 (C): 0.540, atom 3 (C): 0.263, atom 4 (H): 0.240, atom 5 (H): 0.296

---

# 5
Density functional theory data (ωB97M-V with the def2-TZVPD basis set) for C3H7N3OS in the gas phase.

The geometry in ORCA input format:
```
! wB97M-V def2-TZVPD RIJCOSX def2/J DEFGRID3
* xyz 0 1
H 0.01592 -1.84096 -0.22887
N 0.97467 -1.49895 -0.26917
C 0.92259 -0.24697 -0.04700
C -0.23190 0.90926 0.02936
N -1.57312 0.48673 -0.46390
C -2.58614 -0.09575 0.36672
S -4.03522 -0.59891 0.02391
N 2.22363 0.32620 0.20666
O 3.34538 -0.61802 0.10279
H -0.48063 0.95705 1.15060
H 0.28791 1.74610 -0.32314
H -2.01815 0.93099 -1.51741
H -2.07996 -0.21337 1.38977
H 2.33470 1.17475 -0.29806
H 2.90033 -1.41815 -0.12227
*
```

* SMILES: [H]/N=C(\CNC=S)NO

Results of the Mulliken charge analysis, in e, for atoms 1 through 5: atom 1 (H): 0.232, atom 2 (N): -0.735, atom 3 (C): 0.536, atom 4 (C): -0.524, atom 5 (N): -0.215

---

# 6
Density functional theory data (ωB97M-V with the def2-TZVPD basis set) for C3H7N3OS in the gas phase.

The geometry in ORCA input format:
```
! wB97M-V def2-TZVPD RIJCOSX def2/J DEFGRID3
* xyz 0 1
H 2.31998 0.31344 -0.78560
N 1.61478 0.35932 -1.67384
C 0.37169 -0.08438 -1.30649
N -0.56590 -0.69562 -2.11451
C 0.19872 -0.12776 0.24015
S -0.06114 -1.88893 1.18029
C -0.91211 0.62674 0.84886
N -0.41737 1.45835 2.02370
O -1.95901 0.63184 0.11494
H -1.60614 -0.31257 -2.12442
H -0.27186 -0.74646 -2.99792
H 1.16099 0.21208 0.70511
H 1.13838 -2.36306 0.88150
H 0.29662 0.97458 2.58585
H -1.30763 1.64243 2.42237
*
```

* SMILES: [H]/N=C(/N)[C@H](S)C(N)=O

Results of the Mulliken charge analysis, in e, for atoms 1 through 5: atom 1 (H): 0.266, atom 2 (N): -0.747, atom 3 (C): 0.551, atom 4 (N): -0.435, atom 5 (C): -0.206

---

# 7
Density functional theory data (ωB97M-V with the def2-TZVPD basis set) for C3H7N3S in the gas phase.

The geometry in ORCA input format:
```
! wB97M-V def2-TZVPD RIJCOSX def2/J DEFGRID3
* xyz 0 1
C -0.04313 -1.45860 0.53757
C 0.18315 -0.28488 -0.41478
N -0.86096 0.48521 -0.60765
N -2.07908 0.02794 -0.25769
C 1.44949 0.49336 -0.14122
N 1.43633 1.46961 -0.91838
S 2.88470 0.20565 0.64131
H 0.88545 -1.84962 1.17489
H -1.08970 -1.15753 1.14300
H -0.36009 -2.25337 0.02017
H -2.86826 0.82869 -0.01491
H -2.15364 -0.74729 0.47860
H 0.49768 1.99667 -1.10039
H 2.11807 2.24415 -0.54054
*
```

* SMILES: C/C(=N\N)C(N)=S

Results of the Mulliken charge analysis, in e, for atoms 1 through 5: atom 1 (C): -1.060, atom 2 (C): 0.847, atom 3 (N): -0.254, atom 4 (N): -0.592, atom 5 (C): -0.138

---

# 8
Density functional theory data (ωB97M-V with the def2-TZVPD basis set) for C3H7N3S in the gas phase.

The geometry in ORCA input format:
```
! wB97M-V def2-TZVPD RIJCOSX def2/J DEFGRID3
* xyz 0 1
N -0.55590 -1.16111 1.61368
N -0.27266 -0.15067 0.68971
C 0.57572 0.79113 1.19191
N 1.07523 1.84335 0.65877
S 0.92040 2.05351 -1.05053
C 0.51726 0.34956 -1.54698
C -0.58199 -0.32318 -0.73561
H -1.52203 -1.13191 1.87117
H -0.46986 -2.07955 1.17417
H 0.82017 0.64330 2.24045
H 1.42218 -0.19092 -1.48765
H 0.25734 0.49802 -2.59199
H -1.49357 0.23259 -1.01691
H -0.69230 -1.37411 -1.01017
*
```

* SMILES: NN1C=NSCC1

Results of the Mulliken charge analysis, in e, for atoms 1 through 5: atom 1 (N): -0.779, atom 2 (N): 0.239, atom 3 (C): 0.083, atom 4 (N): -0.511, atom 5 (S): -0.032

---

Values of M, in order: 133.107; 133.107; 133.176; 133.176; 133.176; 133.176; 117.177; 117.177, all in g mol⁻¹.
Values of DFT total energy, in order: -13832.4606; -13829.8063; -20572.2177; -20572.0891; -20573.7049; -20575.3473; -18526.1285; -18528.4135, all in eV.
Values of energy above the lowest of the compared OMol25 structures with the same formula, charge and spin, in order: 6.1580; 8.8123; 5.9661; 6.0947; 4.4789; 2.8365; 4.3420; 2.0570, all in eV.